# 1
{
  "formula": "C3HN2OS",
  "method": "ωB97M-V/def2-TZVPD",
  "homo_lumo_gap_ev": 7.748,
  "lumo_ha": -0.2887,
  "total_charge": 1,
  "energy_ha": -697.444337,
  "de_lowest_kj_mol": 146.6,
  "elements": ["S", "O", "N", "N", "C", "C", "C", "H"],
  "xyz": [[0.97255, 1.85719, 0.14112], [-1.75026, -0.03606, -1.81202], [1.26746, 0.53144, 1.04140], [0.18548, -1.56684, 0.84970], [-0.86267, 0.55184, -1.38730], [0.74834, -0.57467, 1.05196], [-0.05336, 1.52108, -1.02664], [-0.50753, -2.28400, 1.14179]]
}



# 2
{
  "formula": "C3HN3",
  "method": "ωB97M-V/def2-TZVPD",
  "homo_lumo_gap_ev": 9.846,
  "lumo_ha": -0.0225,
  "energy_ha": -278.945689,
  "de_lowest_kj_mol": 471.1,
  "elements": ["N", "N", "N", "C", "C", "C", "H"],
  "xyz": [[-1.41359, -0.25190, -0.22638], [-0.68033, 0.72217, -0.65394], [-0.65726, -1.04056, 0.50274], [0.64666, 0.62413, -0.22803], [0.59673, -0.64761, 0.59738], [0.13423, 1.73116, -1.12718], [1.37356, -1.13740, 1.13542]]
}



# 3
{
  "formula": "C3HN3O",
  "method": "ωB97M-V/def2-TZVPD",
  "homo_lumo_gap_ev": 10.880,
  "lumo_ha": -0.0118,
  "energy_ha": -354.305744,
  "de_lowest_kj_mol": 160.9,
  "elements": ["O", "N", "N", "N", "C", "C", "C", "H"],
  "xyz": [[-0.58242, 0.16046, -1.79362], [1.07430, 0.26673, -0.27096], [-0.07687, -0.85685, 2.71839], [-1.05522, -0.09632, -0.53610], [0.75248, 0.49690, -1.45106], [-0.04389, -0.15506, 1.70955], [-0.07185, 0.11965, 0.27795], [1.24346, 0.75247, -2.24896]]
}